Record 1
{"formula": "C12H36FeNO15", "method": "the ωB97M-V functional and the def2-TZVPD basis", "e_homo_ha": [-0.421, -0.421], "orbital_gap_ev": [7.57, 7.07], "e_above_lowest_kj_mol": 322.6, "total_charge": 1, "spin_multiplicity": 5, "symbols": ["H", "O", "O", "H", "H", "H", "H", "O", "H", "C", "O", "O", "C", "C", "H", "H", "H", "H", "H", "H", "H", "C", "H", "Fe", "H", "H", "H", "H", "H", "H", "H", "O", "C", "H", "H", "H", "C", "H", "O", "C", "H", "C", "C", "H", "H", "H", "H", "C", "H", "C", "H", "O", "O", "O", "O", "N", "H", "O", "H", "H", "H", "O", "O", "C", "O"], "xyz": [[-2.141, -0.868, -2.560], [1.565, 1.391, -4.930], [2.658, -1.366, 1.248], [-3.079, 2.723, -1.498], [2.632, -0.690, -2.134], [-0.437, -1.870, 2.115], [-1.520, -3.910, 3.488], [-1.248, 1.980, -3.423], [-1.692, 2.803, -3.642], [-3.874, 2.195, -0.972], [2.763, 1.515, 3.676], [3.080, -4.107, 2.311], [-1.724, -0.526, -3.507], [0.478, 1.533, 4.569], [3.715, -3.189, 3.956], [3.704, 1.469, 3.864], [-4.853, 2.132, -1.448], [3.484, 1.223, -5.559], [-0.057, 1.672, 5.508], [-4.732, 2.044, 0.956], [-3.293, -3.093, -0.620], [1.978, 1.269, 4.818], [2.369, 1.862, 5.645], [0.641, 1.191, -3.049], [0.272, 2.511, 4.134], [3.564, -4.359, 1.521], [-0.027, 0.696, 2.906], [-2.285, -1.160, -4.194], [-0.529, -3.478, 1.539], [-2.439, 2.588, 1.111], [2.081, -0.615, 1.091], [0.084, 1.004, -0.978], [-2.139, 0.897, -3.918], [3.028, -0.825, 3.092], [1.655, -1.901, 3.010], [0.002, -1.588, -3.539], [3.584, -2.952, 2.901], [-2.288, 1.045, -4.988], [-1.227, 1.348, 0.624], [-1.155, -2.662, 1.901], [-2.590, 0.887, -0.397], [3.306, 0.486, -3.473], [-2.128, -2.161, 0.715], [-1.504, -1.581, 0.035], [-4.872, 3.693, 0.261], [2.019, 0.224, 5.122], [1.471, 1.730, -5.824], [2.773, 0.739, -4.889], [3.828, 1.328, -3.018], [2.665, -1.743, 2.631], [-3.069, 1.187, -3.430], [-2.776, -3.301, 0.162], [-0.121, 0.418, 3.820], [-3.098, 3.274, 0.980], [2.311, 0.107, -2.561], [-0.132, 1.023, 0.231], [2.653, -0.218, -5.397], [-0.271, -0.668, -3.573], [4.042, -0.309, -3.593], [4.576, -2.771, 2.487], [-2.887, -1.458, 1.060], [0.739, 0.623, 1.024], [-1.857, -3.092, 3.113], [-4.246, 2.804, 0.343], [-3.434, 0.849, -0.853]], "nbo_charge": [0.23, -0.77, -0.78, 0.15, 0.55, 0.17, 0.48, -0.80, 0.53, -0.10, -0.74, -0.73, -0.11, -0.10, 0.18, 0.47, 0.18, 0.22, 0.19, 0.18, 0.46, -0.09, 0.17, 1.64, 0.18, 0.47, 0.48, 0.22, 0.18, 0.48, 0.49, -0.66, -0.11, 0.18, 0.18, 0.53, -0.08, 0.20, -0.48, -0.07, 0.48, -0.12, -0.08, 0.13, 0.19, 0.17, 0.54, -0.11, 0.21, -0.10, 0.25, -0.72, -0.73, -0.74, -0.77, 0.77, 0.18, -0.79, 0.22, 0.16, 0.18, -0.47, -0.73, -0.09, -0.77]}

---

Record 2
{"formula": "C12H36InO16P4", "method": "the ωB97M-V functional and the def2-TZVPD basis", "e_homo_ha": -0.681, "orbital_gap_ev": 2.94, "e_above_lowest_kj_mol": 65.3, "total_charge": 3, "symbols": ["P", "H", "O", "C", "C", "H", "H", "H", "H", "O", "H", "O", "H", "H", "H", "O", "H", "In", "H", "H", "H", "C", "C", "O", "H", "H", "H", "H", "H", "H", "C", "H", "C", "H", "H", "O", "H", "H", "P", "H", "O", "C", "O", "C", "H", "H", "H", "H", "O", "O", "P", "P", "O", "H", "C", "O", "H", "H", "C", "O", "H", "O", "H", "C", "H", "H", "O", "O", "C"], "xyz": [[-0.746, -3.313, 0.476], [-4.239, 0.253, -2.555], [-0.890, -1.928, 0.998], [3.208, 2.006, -3.015], [-3.968, -2.363, 2.482], [2.846, 6.290, 2.771], [4.686, 3.842, 2.780], [5.038, -1.428, -0.430], [4.780, -0.223, 0.881], [-4.386, -2.222, 1.124], [-5.782, 1.877, 1.644], [1.323, -0.093, -0.316], [3.197, 1.652, -4.052], [3.940, 5.841, 1.397], [3.050, 3.078, -3.076], [-3.132, 0.001, 0.718], [1.958, -3.184, 2.151], [-0.700, 0.919, 1.409], [-2.889, -2.522, 2.551], [5.169, 2.277, 2.043], [-2.657, -2.629, -1.202], [-5.055, 0.036, -1.866], [4.338, -0.739, 0.033], [2.058, 4.864, 1.539], [-6.549, 0.734, 2.744], [-5.281, 0.949, -1.318], [-1.548, -2.203, -2.516], [-2.219, -3.855, -2.420], [-2.817, -5.841, 0.025], [0.349, 4.558, -0.700], [1.212, 4.767, -1.336], [2.614, -3.786, 0.591], [-1.898, -5.669, 0.576], [1.009, -1.643, -3.933], [1.297, -2.787, -2.625], [-1.888, -4.262, 0.952], [-4.500, -3.169, 2.980], [3.554, -1.351, 0.491], [2.439, 3.654, 0.633], [-1.880, -6.248, 1.497], [3.946, 3.365, 0.872], [-5.685, 0.891, 2.106], [2.357, -1.065, -2.459], [4.355, 2.968, 2.225], [4.193, 1.780, -2.618], [1.733, -2.314, 0.639], [2.542, 6.860, 1.142], [0.255, -1.378, -2.342], [1.522, 2.498, 0.858], [2.428, 4.192, -0.842], [-4.382, -0.778, 0.507], [2.339, 0.089, -1.388], [2.160, 1.372, -2.265], [-4.755, 0.897, 2.674], [-1.867, -3.001, -1.849], [-4.728, -1.066, -0.977], [3.543, 2.487, 2.769], [-1.030, -5.979, -0.003], [1.770, -3.312, 1.088], [-5.681, -0.135, 1.096], [1.275, 5.856, -1.399], [3.814, 0.200, -0.925], [1.018, 4.413, -2.346], [2.918, 6.017, 1.724], [-5.905, -0.290, -2.459], [-4.186, -1.483, 3.105], [0.563, -4.060, 0.893], [-0.703, -3.434, -1.099], [1.148, -1.729, -2.854]], "nbo_charge": [2.63, 0.21, -1.12, -0.26, -0.27, 0.23, 0.23, 0.23, 0.21, -0.76, 0.21, -1.02, 0.23, 0.21, 0.22, -1.14, 0.21, 1.73, 0.21, 0.23, 0.19, -0.26, -0.26, -0.83, 0.24, 0.20, 0.18, 0.23, 0.21, 0.19, -0.27, 0.22, -0.26, 0.24, 0.23, -0.82, 0.24, 0.18, 2.63, 0.23, -0.78, -0.25, -0.73, -0.26, 0.22, 0.17, 0.22, 0.18, -1.07, -0.77, 2.63, 2.63, -0.79, 0.18, -0.26, -0.76, 0.19, 0.21, -0.26, -0.77, 0.23, -0.80, 0.22, -0.26, 0.24, 0.18, -0.79, -0.82, -0.27]}

---

Record 3
{"formula": "C12H36N3O4", "method": "the ωB97M-V functional and the def2-TZVPD basis", "e_homo_ha": -0.447, "orbital_gap_ev": 10.12, "e_above_lowest_kj_mol": 667.7, "total_charge": 1, "symbols": ["C", "H", "H", "O", "H", "C", "H", "N", "H", "C", "C", "H", "N", "H", "H", "H", "H", "H", "C", "C", "O", "H", "O", "H", "H", "H", "H", "H", "H", "H", "H", "H", "H", "H", "H", "C", "H", "C", "H", "N", "H", "H", "C", "H", "C", "H", "H", "H", "C", "C", "H", "H", "H", "H", "O"], "xyz": [[36.744, -3.380, 31.220], [39.363, -3.233, 35.595], [37.049, -2.450, 31.354], [37.761, -3.649, 39.515], [38.763, -2.039, 39.046], [40.486, -2.268, 32.831], [40.706, -2.328, 31.738], [36.779, -4.114, 33.520], [37.656, -4.279, 41.421], [37.535, -3.444, 40.936], [39.528, 1.500, 34.629], [37.399, -5.213, 31.812], [37.690, -1.203, 36.710], [41.197, -2.764, 33.636], [37.329, -1.538, 39.325], [39.316, -4.466, 33.515], [37.162, -4.852, 34.267], [36.957, -0.791, 37.441], [37.413, -4.220, 32.325], [37.825, -2.512, 37.235], [38.197, 1.240, 34.067], [39.981, 0.629, 35.250], [37.233, -1.259, 33.981], [35.326, 1.103, 34.305], [36.180, 2.423, 31.691], [37.831, -2.057, 33.772], [38.622, -0.751, 37.103], [39.386, 2.216, 35.443], [37.210, -3.241, 37.144], [40.180, -2.918, 37.093], [38.512, 2.426, 32.447], [35.785, 0.288, 31.586], [39.496, -4.056, 31.693], [36.565, -3.014, 40.890], [37.655, 3.270, 33.891], [36.428, 1.825, 32.503], [40.438, 1.635, 33.874], [37.855, -2.448, 38.865], [37.394, -1.251, 35.032], [36.770, 0.559, 31.904], [37.516, 0.709, 31.282], [35.682, -4.337, 33.429], [37.734, 2.245, 33.261], [39.042, -4.274, 37.201], [39.188, -3.237, 36.712], [37.262, -3.600, 30.237], [37.400, -0.361, 33.481], [35.163, 2.873, 33.510], [38.905, -3.850, 32.582], [35.175, 1.730, 33.342], [35.633, -3.506, 31.179], [38.283, -2.712, 41.548], [34.320, 1.260, 32.954], [40.855, -1.225, 32.906], [39.087, -2.518, 32.945]], "nbo_charge": [-0.60, 0.21, 0.20, -0.53, 0.15, -0.30, 0.21, -0.86, 0.19, -0.22, -0.29, 0.17, -0.84, 0.21, 0.16, 0.17, 0.38, 0.39, -0.08, -0.06, -0.58, 0.20, -0.91, 0.21, 0.19, 0.55, 0.38, 0.20, 0.20, 0.22, 0.17, 0.39, 0.19, 0.18, 0.18, -0.08, 0.21, -0.07, 0.54, -0.86, 0.38, 0.38, -0.06, 0.24, -0.66, 0.22, 0.57, 0.23, -0.06, -0.63, 0.22, 0.16, 0.22, 0.21, -0.58]}

---

Record 4
{"formula": "C12H36O6", "method": "the ωB97M-V functional and the def2-TZVPD basis", "e_homo_ha": -0.372, "orbital_gap_ev": 10.31, "e_above_lowest_kj_mol": 386.5, "smiles": "CCO.CCO.CCO.CCO.CCO.CCO", "symbols": ["H", "H", "H", "C", "H", "C", "H", "H", "H", "H", "H", "C", "H", "H", "H", "H", "O", "H", "C", "H", "H", "H", "C", "C", "H", "H", "H", "C", "O", "C", "H", "H", "C", "O", "C", "H", "H", "H", "H", "O", "H", "H", "H", "C", "H", "H", "O", "H", "H", "H", "C", "O", "H", "H"], "xyz": [[6.672, -1.535, -1.220], [0.274, -2.653, -5.575], [-5.185, 5.117, -1.543], [-3.825, 4.120, 0.764], [2.475, -2.117, -4.353], [-1.695, 2.383, 6.199], [-1.350, 5.123, 5.548], [-2.672, -2.109, -0.625], [1.487, -2.042, -6.677], [-2.607, 2.566, 5.632], [-3.903, -4.729, -1.720], [6.780, -2.616, -1.125], [1.019, 1.140, 1.216], [7.056, -2.029, 0.895], [2.255, -0.999, 2.270], [-0.271, 3.349, 5.035], [5.527, -3.284, -1.142], [-5.457, -4.333, -0.914], [0.846, 0.072, 1.091], [0.186, -0.976, -6.123], [-5.189, -4.167, -2.756], [2.205, 0.535, -4.979], [7.514, -2.734, 0.202], [-0.554, 3.404, 6.086], [-4.192, 3.855, 1.755], [5.186, -3.123, -2.025], [-4.767, 6.039, 0.994], [1.874, -1.315, -4.782], [-3.480, -2.571, -0.391], [2.044, -0.927, 1.203], [7.383, -2.888, -1.991], [-3.740, 3.171, 0.235], [-4.790, -4.097, -1.744], [-1.146, 4.687, 6.379], [0.867, -1.773, -5.822], [-1.963, 2.206, 7.240], [0.147, -0.115, 1.906], [8.575, -2.524, 0.061], [2.674, -2.508, 0.416], [2.653, -0.248, -5.306], [2.803, -0.416, 0.612], [0.401, 3.149, 6.545], [0.247, -0.041, 0.187], [-4.254, -2.647, -1.555], [-5.880, 4.916, 0.340], [-1.441, 1.381, 5.852], [1.795, -2.195, 0.641], [-5.190, -2.088, -1.536], [-3.797, -2.199, -2.438], [7.446, -3.723, 0.653], [-4.823, 5.182, 0.323], [-4.690, 5.715, -0.977], [1.302, -0.904, -3.951], [-2.833, 4.512, 0.990]], "nbo_charge": [0.15, 0.21, 0.46, -0.65, 0.17, -0.63, 0.47, 0.47, 0.21, 0.21, 0.20, -0.06, 0.21, 0.21, 0.16, 0.15, -0.72, 0.21, -0.64, 0.20, 0.21, 0.47, -0.63, -0.07, 0.21, 0.47, 0.17, -0.06, -0.71, -0.07, 0.16, 0.21, -0.63, -0.73, -0.63, 0.21, 0.20, 0.22, 0.48, -0.72, 0.16, 0.18, 0.21, -0.06, 0.16, 0.20, -0.72, 0.15, 0.16, 0.21, -0.07, -0.72, 0.15, 0.21]}